Below is the ion C6H4NOS2 with charge -1 in a non-equilibrium geometry, with properties calculated with ωB97M-V with the def2-TZVPD basis set.

Results
Total charge   -1
E_tot   -1157.33784 Ha
HOMO level   -4.1 eV
Structure (SMILES)   CC1=C2C([O-])=NC(=S)S[C@H]12
LUMO level   3.29 eV
Energy relative to the best compared isomer or geometry (same formula, charge and spin)   0.0 kJ/mol

CARTESIAN COORDINATES (ANGSTROEM)
1 C 1.99806 0.63623 -0.72134
2 C 1.18508 -0.32163 0.07787
3 C 0.28798 -1.23601 0.38393
4 C -1.45804 -1.72272 -0.10156
5 O -1.80796 -2.88261 -0.08671
6 N -2.07482 -0.61710 -0.32440
7 C -1.95079 0.65284 -0.17239
8 S -2.65282 1.74992 -1.20834
9 S -0.94384 1.36797 1.15281
10 C 0.37314 -0.07526 1.35143
11 H 2.30066 0.29547 -1.72018
12 H 2.81132 1.03120 -0.12019
13 H 1.13745 1.27812 -0.91018
14 H 0.79460 -0.15643 2.39923

Here are the Mulliken charges for atoms 1 to 6, given in e:
1. C -0.88
2. C 0.40
3. C -0.40
4. C 0.58
5. O -0.60
6. N -0.41

=====

Below is a structure of composition C13H18O2 in a non-equilibrium geometry, with properties calculated with ωB97M-V with the def2-TZVPD basis set.

Results
E_tot   -656.24846 Ha
HOMO level   -9.1 eV
LUMO level   0.80 eV
Energy relative to the best compared isomer or geometry (same formula, charge and spin)   1034.1 kJ/mol

CARTESIAN COORDINATES (ANGSTROEM)
1 C -2.04772 -2.48145 0.63534
2 C -2.48482 -1.48990 1.33555
3 C -2.56030 -0.09398 0.83111
4 C -2.21061 0.09719 -0.44306
5 C -1.70973 -1.06424 -1.35572
6 C -1.70503 -2.26918 -0.67352
7 H -1.32202 -3.08663 -1.18155
8 H -1.40980 -0.63906 -2.32422
9 C -2.34339 1.56826 -1.02131
10 H -2.65683 1.51383 -1.94954
11 H -2.98933 2.35845 -0.27353
12 C -0.98065 2.23332 -1.05514
13 C -0.26862 2.09518 0.34502
14 O 1.13647 2.52335 0.48610
15 C 1.84809 1.28483 0.68891
16 C 1.73455 0.11115 -0.06596
17 C 2.74224 -1.14573 0.30470
18 C 3.38388 -1.87614 -0.63037
19 H 3.43411 -1.50294 -1.83456
20 H 3.62560 -2.80440 -0.34560
21 O 4.03552 -0.85455 -0.04524
22 H 2.31977 -1.33429 1.36449
23 H 2.12481 0.62509 -1.11018
24 H 0.72262 -0.19180 -0.09976
25 H 1.52600 1.10402 1.55954
26 H 2.97352 1.67396 0.89227
27 H -0.55567 1.22141 1.06310
28 H -0.66671 3.33394 0.90572
29 H -0.30444 1.45757 -1.43356
30 H -0.85933 3.07802 -1.36040
31 H -3.13084 0.70364 1.42914
32 H -3.02738 -1.73303 2.20638
33 H -2.00079 -3.45188 0.94637

Here are the Mulliken charges for atoms 1 to 6, given in e:
1. C -0.87
2. C -0.39
3. C -0.40
4. C 0.72
5. C -0.53
6. C -0.44

=====

Below is the ion C7H11N2 with charge +1 in a non-equilibrium geometry, with properties calculated with ωB97M-V with the def2-TZVPD basis set.

Results
Total charge   +1
E_tot   -382.49893 Ha
HOMO level   -12.8 eV
Structure (SMILES)   C=N/C=C1/CCCC1=[NH2+]
LUMO level   -4.94 eV
Energy relative to the best compared isomer or geometry (same formula, charge and spin)   327.4 kJ/mol

CARTESIAN COORDINATES (ANGSTROEM)
1 C -3.07036 1.27614 1.31931
2 N -2.01494 1.49163 0.64885
3 C -1.35146 1.11499 -0.41669
4 C -0.15057 0.36190 -0.47894
5 C 0.64906 0.04549 -1.73627
6 C 1.76349 -1.00809 -1.34183
7 C 1.83198 -0.92283 0.17989
8 C 0.58004 -0.24504 0.63364
9 N 0.31301 -0.44077 2.03227
10 H -3.78491 0.44529 0.96211
11 H -3.04888 1.82929 2.19943
12 H -1.45674 1.54369 -1.46425
13 H 1.05395 1.09200 -2.01628
14 H -0.03206 -0.08220 -2.57980
15 H 1.36209 -1.88490 -1.72129
16 H 2.65453 -0.83609 -1.99012
17 H 1.87773 -1.81475 0.61960
18 H 2.62904 -0.34570 0.40364
19 H 0.80539 -1.27609 2.40414
20 H -0.61039 -0.34397 2.34258

Here are the Mulliken charges for atoms 1 to 6, given in e:
1. C -0.25
2. N -0.24
3. C -0.14
4. C 0.08
5. C -0.88
6. C -0.79

=====

Below is a cluster of 6 separate species, C37H38BF40O8 in total in a non-equilibrium geometry, with properties calculated with ωB97M-V with the def2-TZVPD basis set.

Results
Total charge   -1
E_tot   -6054.18333 Ha
HOMO level   -3.9 eV
LUMO level   1.57 eV
Energy relative to the best compared isomer or geometry (same formula, charge and spin)   72.7 kJ/mol

CARTESIAN COORDINATES (ANGSTROEM)
1 C 0.14454 -3.04258 0.92848
2 C 1.09597 -2.85973 2.17257
3 O 2.43925 -3.23336 1.93417
4 B 2.68213 -4.65360 2.19296
5 O 2.05425 -5.69571 1.34861
6 C 3.07959 -6.61891 0.93983
7 C 4.06210 -6.54943 2.20340
8 C 3.81377 -7.52022 3.40938
9 C 2.31221 -7.62334 3.86164
10 C 1.34087 -8.33113 3.06021
11 C -0.06113 -8.42703 3.37850
12 C -0.52132 -7.75150 4.58302
13 C 0.44392 -7.05115 5.41651
14 C 1.86318 -6.96606 5.07388
15 C 2.74771 -6.13999 6.03899
16 O 4.04946 -5.15175 2.41471
17 H 0.50816 -3.79227 0.18631
18 H -0.11164 -2.05680 0.45933
19 H -0.83238 -3.45580 1.31502
20 H 0.61870 -3.38225 3.03968
21 H 1.12979 -1.76524 2.45402
22 H 2.14210 -4.86224 3.28431
23 H 3.52343 -6.24406 -0.02789
24 H 2.61028 -7.60407 0.68657
25 H 5.06295 -6.80715 1.74222
26 H 4.19908 -8.55430 3.19248
27 H 4.45484 -7.14260 4.24996
28 H 1.71579 -8.81898 2.13006
29 H -0.73151 -8.96709 2.68166
30 H -1.60167 -7.76756 4.85582
31 H 0.06668 -6.54924 6.33227
32 H 2.78304 -6.65322 7.03817
33 H 3.79789 -6.00684 5.69597
34 H 2.33280 -5.11125 6.21372
35 C -4.42207 0.33814 -2.62660
36 C -3.79410 -1.01567 -2.24556
37 C -4.12993 -1.55644 -0.85462
38 F -3.72413 -0.73433 0.13262
39 F -3.50246 -2.73729 -0.65508
40 F -2.45758 -0.94546 -2.42852
41 F -4.24996 -1.92833 -3.15445
42 O -3.61111 1.50122 -2.46740
43 C -3.55090 2.09331 -1.20506
44 C -2.15107 2.01698 -0.58855
45 F -1.72216 0.74791 -0.48092
46 F -2.15749 2.54096 0.66302
47 F -4.50225 1.57151 -0.40840
48 F -3.88195 3.39287 -1.38146
49 H -4.60152 0.29147 -3.70166
50 H -5.41146 0.47100 -2.18502
51 H -5.20583 -1.72488 -0.74686
52 H -1.42793 2.56810 -1.19484
53 C 3.65571 -1.59360 -1.02588
54 C 2.45526 -0.95009 -1.74903
55 C 2.02233 -1.60453 -3.05888
56 F 2.99450 -1.58829 -3.99667
57 F 0.96504 -0.93133 -3.59175
58 F 2.70017 0.37570 -1.92476
59 F 1.40474 -1.02611 -0.89736
60 O 4.94049 -0.99297 -1.23294
61 C 5.66163 -1.35734 -2.36546
62 C 5.85500 -0.18918 -3.33594
63 F 4.67629 0.33233 -3.73400
64 F 6.50127 -0.60347 -4.45565
65 F 5.09459 -2.42949 -2.94890
66 F 6.87559 -1.76505 -1.92871
67 H 3.47101 -1.45666 0.04152
68 H 3.68761 -2.67515 -1.16270
69 H 1.71224 -2.63992 -2.89704
70 H 6.43891 0.60769 -2.87011
71 C -0.33069 4.28559 2.64135
72 C 0.32417 2.96826 3.10043
73 C 0.01457 2.51836 4.52855
74 F 0.42370 3.41290 5.45427
75 F 0.65929 1.36058 4.80147
76 F 1.66068 3.04449 2.89339
77 F -0.12963 1.99650 2.26286
78 O 0.47514 5.46946 2.71642
79 C 0.55356 6.13947 3.93305
80 C 1.96457 6.11521 4.52756
81 F 2.40633 4.85863 4.70986
82 F 1.97515 6.72026 5.74173
83 F -0.37830 5.66547 4.77894
84 F 0.20845 7.42988 3.67920
85 H -0.52710 4.17121 1.57618
86 H -1.30932 4.43080 3.08767
87 H -1.05727 2.34440 4.66016
88 H 2.66947 6.63231 3.87213
89 C -4.61325 8.20405 4.03951
90 C -3.99982 6.91310 3.46523
91 C -2.78293 7.08334 2.55727
92 F -3.05368 7.81484 1.45883
93 F -2.35814 5.86804 2.11750
94 F -4.97050 6.20156 2.84691
95 F -3.60456 6.15889 4.53219
96 O -5.74946 8.74479 3.36596
97 C -5.52778 9.56400 2.25757
98 C -6.05857 8.95017 0.95922
99 F -5.50475 7.74681 0.71475
100 F -5.75959 9.74625 -0.09514
101 F -4.22530 9.89356 2.18493
102 F -6.19278 10.71569 2.50044
103 H -4.99756 7.93776 5.02503
104 H -3.85722 8.96714 4.23265
105 H -1.95572 7.55310 3.09229
106 H -7.14266 8.82303 1.00614
107 C 0.12932 -0.58440 -6.91873
108 C 0.66045 -1.87156 -7.57833
109 C 1.88664 -1.72035 -8.47858
110 F 1.66250 -0.90144 -9.52663
111 F 2.23417 -2.92479 -8.99840
112 F -0.35405 -2.47874 -8.23958
113 F 1.00498 -2.71641 -6.56611
114 O -0.97255 0.06686 -7.55732
115 C -0.70204 0.93658 -8.61272
116 C -1.26943 0.43691 -9.94425
117 F -0.79035 -0.78041 -10.26597
118 F -0.92355 1.27720 -10.95052
119 F 0.61777 1.19139 -8.67093
120 F -1.29713 2.10998 -8.29811
121 H -0.27213 -0.88712 -5.95083
122 H 0.93071 0.11594 -6.67821
123 H 2.74202 -1.33955 -7.91364
124 H -2.35912 0.37289 -9.90055

Here are the Mulliken charges for atoms 1 to 6, given in e:
1. C -0.33
2. C -0.22
3. O -0.60
4. B 1.34
5. O -0.45
6. C -0.57

=====

Below is a structure of composition C18H27AuN4O3PS, with properties calculated with ωB97M-V with the def2-TZVPD basis set.

Results
Total charge   +3
E_tot   -2021.11854 Ha
HOMO level   -16.0 eV
LUMO level   -10.74 eV
Energy relative to the best compared isomer or geometry (same formula, charge and spin)   10.4 kJ/mol

CARTESIAN COORDINATES (ANGSTROEM)
1 Au 0.27140 2.03577 -0.13418
2 N -2.42655 1.36365 0.51537
3 N -2.53983 1.58022 1.89172
4 C -1.65089 2.28331 2.59315
5 N -1.90452 2.50683 3.87199
6 S -0.19876 2.98810 1.98274
7 H -3.10754 1.93506 0.02189
8 H -2.63315 0.38786 0.33136
9 H -3.38520 1.27184 2.35741
10 H -2.77654 2.24501 4.31006
11 H -1.22111 2.97223 4.45041
12 C 2.56391 -4.36703 2.74573
13 O 1.64656 -4.11751 1.66071
14 C 0.91184 -5.15015 1.20789
15 C 0.87328 -6.41071 1.79400
16 C 0.08684 -7.41143 1.24934
17 C -0.67733 -7.19482 0.10381
18 C -0.64237 -5.95811 -0.49295
19 C 0.13930 -4.93509 0.05301
20 N 0.14507 -3.71417 -0.65913
21 C 0.64200 -2.55728 -0.36722
22 C 0.66093 -1.43948 -1.30197
23 C 0.43537 -1.52888 -2.66213
24 C 0.48511 -0.41474 -3.53953
25 C 0.91424 0.79825 -3.09355
26 C 1.28915 0.94483 -1.72217
27 C 1.03424 -0.15201 -0.81610
28 O 0.99975 0.22194 0.42716
29 H 3.10015 -3.43627 2.89448
30 H 3.26126 -5.15774 2.47400
31 H 2.01702 -4.62914 3.65004
32 H 1.45803 -6.61589 2.67770
33 H 0.07345 -8.38252 1.72563
34 H -1.27999 -7.98758 -0.31424
35 H -1.21891 -5.77073 -1.39292
36 H -0.31759 -3.80908 -1.56003
37 H 1.09574 -2.44706 0.60677
38 H 0.21370 -2.49142 -3.11111
39 H 0.26024 -0.56537 -4.58624
40 H 1.06798 1.61977 -3.78056
41 H 2.17561 1.54741 -1.51078
42 C -1.54748 5.88372 -0.15084
43 P -0.15484 5.21581 -1.04147
44 C 1.35252 5.72555 -0.23382
45 C -0.18048 5.85472 -2.70262
46 O -0.24716 3.66527 -1.16488
47 H -1.49024 6.97389 -0.15682
48 H -1.54289 5.53685 0.88165
49 H -2.47294 5.58101 -0.64163
50 H 1.41238 6.81570 -0.23644
51 H 2.21475 5.33083 -0.77222
52 H 1.37512 5.38574 0.80200
53 H -0.15345 6.94553 -2.67563
54 H -1.09366 5.53525 -3.20465
55 H 0.68653 5.49223 -3.25421

Here are the Mulliken charges for atoms 1 to 6, given in e:
1. Au 1.24
2. N -0.54
3. N -0.28
4. C 0.97
5. N -0.41
6. S -0.44

=====

Below is a cluster of 2 separate species, C4H10FI2N2 in total in a non-equilibrium geometry, with properties calculated with ωB97M-V with the def2-TZVPD basis set.

Results
Total charge   +1
E_tot   -962.71179 Ha
HOMO level (spin up / spin down)   -12.8 / -13.3 eV
LUMO level (spin up / spin down)   -4.51 / -4.71 eV
Energy relative to the best compared isomer or geometry (same formula, charge and spin)   275.2 kJ/mol

CARTESIAN COORDINATES (ANGSTROEM)
1 C -0.42882 1.23296 -1.62874
2 C 0.38248 -0.21476 1.12492
3 C 1.90378 -0.30053 1.63642
4 C -0.26957 -0.75299 -0.13568
5 N -2.37306 -0.00729 0.01137
6 N 0.08369 -0.11530 -1.40901
7 F -2.32236 0.77681 1.07200
8 I 3.35535 -0.32820 -0.02215
9 I -0.52787 -2.90400 -0.20290
10 H -0.56082 1.48522 -2.66913
11 H -1.46156 1.14881 -1.06789
12 H 0.29037 1.87222 -1.15132
13 H 0.24328 0.83730 1.16245
14 H -0.25481 -0.59414 2.01868
15 H 2.08976 -1.21877 2.27226
16 H 2.02611 0.61769 2.28703
17 H -3.01009 -0.74669 0.33580
18 H -0.29896 -0.61259 -2.22148
19 H 1.13310 -0.17575 -1.41263

Here are the Mulliken charges for atoms 1 to 6, given in e:
1. C -0.81
2. C -0.79
3. C -0.83
4. C -0.14
5. N -0.40
6. N 0.04